Below is a molecular structure, C26H36ClNO8SSiW at a distorted geometry, with properties calculated with ωB97M-V/def2-TZVPD.

Element x y z (Å)
W (-1.054, -0.427, -0.356)
O (-4.987, 4.243, 0.153)
C (-4.136, 3.208, 0.089)
C (-3.902, 2.354, 1.167)
C (-2.998, 1.343, 1.001)
N (-2.409, 1.117, -0.170)
C (-2.580, 1.966, -1.185)
C (-3.421, 3.036, -1.096)
C (-1.595, 1.685, -2.295)
O (-1.476, 2.365, -3.271)
O (-0.838, 0.648, -1.980)
C (-2.395, 0.483, 2.085)
O (-2.709, 0.540, 3.237)
O (-1.423, -0.251, 1.579)
H (-5.403, 4.284, 1.022)
H (-4.375, 2.486, 2.134)
H (-3.510, 3.737, -1.916)
C (0.242, 2.757, 0.839)
C (1.475, 1.979, 0.416)
C (2.019, 2.530, -0.894)
C (2.518, 2.044, 1.524)
O (1.058, 0.580, 0.219)
Si (2.055, -0.756, -0.046)
S (0.579, -2.201, -0.476)
O (3.131, -0.458, -1.223)
C (3.339, -0.817, -2.602)
C (4.598, -0.071, -3.018)
C (3.562, -2.320, -2.703)
C (2.156, -0.377, -3.452)
O (2.961, -0.998, 1.275)
C (2.900, -1.874, 2.418)
C (4.034, -1.429, 3.325)
C (1.558, -1.712, 3.124)
C (3.114, -3.310, 1.960)
H (0.540, 3.749, 1.180)
H (-0.263, 2.250, 1.662)
H (-0.445, 2.887, 0.002)
H (2.182, 3.605, -0.793)
H (1.300, 2.360, -1.699)
H (2.962, 2.052, -1.161)
H (2.818, 3.084, 1.672)
H (3.402, 1.459, 1.274)
H (2.103, 1.660, 2.459)
H (5.454, -0.415, -2.433)
H (4.472, 1.001, -2.850)
H (4.804, -0.236, -4.079)
H (4.351, -2.628, -2.012)
H (3.865, -2.579, -3.720)
H (2.649, -2.869, -2.461)
H (2.087, 0.713, -3.495)
H (1.224, -0.765, -3.048)
H (2.270, -0.758, -4.471)
H (3.914, -0.374, 3.583)
H (4.994, -1.556, 2.820)
H (4.038, -2.017, 4.246)
H (1.435, -0.688, 3.485)
H (1.501, -2.392, 3.978)
H (0.731, -1.939, 2.449)
H (4.056, -3.388, 1.410)
H (2.300, -3.631, 1.307)
H (3.155, -3.981, 2.822)
Cl (-2.497, -2.954, 1.120)
C (-3.905, -2.099, 0.544)
C (-5.033, -2.029, 1.341)
C (-6.142, -1.329, 0.887)
C (-6.106, -0.725, -0.361)
C (-4.967, -0.817, -1.153)
C (-3.825, -1.489, -0.717)
C (-2.555, -1.538, -1.505)
H (-5.038, -2.514, 2.309)
H (-7.031, -1.266, 1.504)
H (-6.971, -0.185, -0.730)
H (-4.953, -0.354, -2.135)
H (-2.719, -1.113, -2.493)
H (-2.243, -2.573, -1.625)

Summary:
Energy above the lowest of the compared OMol25 structures with the same formula, charge and spin, eV: 0.310
Gap between HOMO and LUMO (spin up / spin down), eV: 6.9 / 7.6
Highest occupied orbital energy (spin up / spin down), eV: -7.534 / -8.594
Multiplicity: 3
LUMO level (spin up / spin down), eV: -0.61 / -1.02